Entry 1:
Formula: C3H4INO
Source: OMol25
Level of theory: ωB97M-V with the def2-TZVPD basis set

Geometry (Å):
C  -0.30630  0.02421  -0.38539
C  0.88754  -0.41323  0.43766
N  1.91682  -0.82008  -0.11337
C  3.06915  -1.36988  -0.01730
O  3.60570  -2.46549  -0.04615
I  4.50779  0.38329  0.01172
H  -0.71770  1.15366  -0.30273
H  -1.11607  -0.59465  -0.00073
H  0.03881  0.03761  -1.36169
H  0.95514  -0.29200  1.58439

Forces on the atoms, in the same order (eV/Å):
-0.5192 2.7127 2.7131
-0.5404 1.8784 2.5483
-0.9018 -1.1920 -1.6558
4.1567 -1.4920 0.3322
-2.2443 2.1527 0.1068
-0.1097 -0.1585 0.0171
1.2918 -2.3752 0.6951
-0.2947 -0.2104 -0.9696
-0.1146 -1.0009 -2.1936
-0.7238 -0.3146 -1.5937

Computed properties:
HOMO-LUMO gap: 8.832 eV
LUMO energy: -0.46 eV
HOMO level: -9.29 eV
relative energy (zero: lowest compared OMol25 entry of this formula, charge and spin): 0.947 eV
total energy: -544.34810 hartree
net charge: 0
spin multiplicity: 1

Entry 2:
Formula: C3H4INO2
Source: OMol25
Level of theory: ωB97M-V with the def2-TZVPD basis set

Geometry (Å):
C  -0.87753  1.49168  0.30485
C  0.31795  1.03628  0.66730
C  0.94253  -0.15931  0.08388
O  2.15675  -0.27484  0.20485
N  0.30671  -1.25877  -0.53504
O  -1.06947  -1.19661  -0.71780
I  1.16399  -3.15418  -0.09127
H  -1.41794  0.70283  -0.24185
H  -1.39185  2.38436  0.72005
H  0.92551  1.70550  1.29068
H  -1.05664  -1.27694  -1.68566

Forces on the atoms, in the same order (eV/Å):
-1.0572 -1.3120 0.4133
-0.7883 1.8495 -0.2731
2.2866 -1.3060 0.7656
-0.6522 0.1627 -0.0295
0.5755 0.3152 0.6455
0.4789 -0.6402 -0.5976
-0.6256 1.1053 -0.2646
-0.3963 1.3661 -0.0445
0.6897 -0.6801 -0.5175
0.3282 -0.8842 -0.2915
-0.8392 0.0238 0.1940

Computed properties:
HOMO-LUMO gap: 8.402 eV
LUMO energy: -0.96 eV
HOMO level: -9.36 eV
relative energy (zero: lowest compared OMol25 entry of this formula, charge and spin): 3.418 eV
total energy: -619.52069 hartree
net charge: 0
spin multiplicity: 1

Entry 3:
Formula: C3H4IrLiO4
Source: OMol25
Level of theory: ωB97M-V with the def2-TZVPD basis set

Geometry (Å):
O  -0.44022  0.66106  0.49429
C  0.71652  0.08101  -0.02364
C  -1.63951  0.50815  -0.00694
O  1.63274  0.91266  -0.06064
O  0.73949  -1.13481  -0.17405
C  -2.78182  0.09146  0.69604
Ir  2.45353  2.24004  -0.77474
H  -3.57628  0.84191  0.72574
H  -2.53138  -0.16734  1.73076
Li  0.99449  -2.73329  0.74386
O  -1.87455  0.09453  -1.27771
H  -2.29508  0.80490  -1.81952
H  -3.09417  -0.36828  -0.71056

Forces on the atoms, in the same order (eV/Å):
-4.7193 0.7568 -1.0296
0.3663 -5.2906 -0.3369
3.4905 -1.6554 1.1362
-1.5642 -3.7403 2.3615
-0.4314 3.5638 0.1993
0.0618 2.5130 2.6180
4.5164 6.2891 -3.1366
-1.4118 0.0241 -0.4305
-0.6738 -1.3361 0.2199
0.5000 -1.3833 0.2806
-0.5649 -0.0685 -0.2644
-0.1348 0.5791 -1.3059
0.5652 -0.2518 -0.3116

Computed properties:
HOMO-LUMO gap (spin up / spin down): 8.126 / 4.909 eV
LUMO energy (spin up / spin down): -19.90 / -22.26 eV
HOMO level (spin up / spin down): -28.02 / -27.17 eV
relative energy (zero: lowest compared OMol25 entry of this formula, charge and spin): 1.882 eV
total energy: -527.20714 hartree
net charge: +4
⟨S²⟩: 6.0098
spin multiplicity: 5